# C18H16N2O5Sr

C18H16N2O5Sr as an isolated structure at a distorted geometry (the ωB97M-V functional and the def2-TZVPD basis, the Open Molecules 2025 dataset).

XYZ file:
```
42
Properties=species:S:1:pos:R:3
C -2.86770 1.55507 0.75495
H -0.46901 -1.16166 4.82233
H 2.77351 -0.00106 1.24800
O -1.78990 1.81993 0.06459
C 2.56198 -0.00137 -2.00637
C 3.12677 -0.00116 0.22196
H -3.43197 -1.14787 2.76562
O -4.01080 -1.82328 0.45278
Sr -0.49653 -0.00113 -0.09497
H -1.79634 -0.00168 -3.12196
H 4.19960 -0.00170 -3.40557
C -1.27222 -1.09459 2.81706
C 0.73595 -0.00119 -5.33418
O -4.00875 1.81970 0.44651
N 2.18389 -0.00124 -0.72030
H 0.95336 -0.00102 -6.39457
H -0.46618 1.16697 4.81901
H -2.23378 -1.19305 4.76567
C -1.34251 -0.77000 4.30311
C 1.77771 -0.00121 -4.42008
O -1.79262 -1.82013 0.06785
N 0.21474 -0.00168 -2.63660
H -3.42909 1.15433 2.76374
C -0.78543 -0.00160 -3.51539
H 5.19909 -0.00125 0.75501
H -0.83279 -2.04969 2.54703
C 4.48253 -0.00129 -0.05383
H -1.41129 -0.00129 -5.56283
C -2.86980 -1.55562 0.75891
C 4.87209 -0.00148 -1.37915
C -2.62100 -0.80924 2.12402
O -0.38673 -0.00018 2.34967
C 3.90344 -0.00152 -2.36904
H 5.91971 -0.00162 -1.65073
H 2.79508 -0.00101 -4.77741
C -2.61967 0.81205 2.12208
H -0.82937 2.05054 2.54188
C -0.57065 -0.00136 -4.88399
C -1.27033 1.09686 2.81442
C -1.34084 0.77604 4.30121
C 1.47683 -0.00139 -3.06369
H -2.23096 1.20209 4.76322
```

Summary:
* max |F|: 1.75 eV/Å
* energy above the lowest of the compared OMol25 structures with the same formula, charge and spin: 0.2080 eV
* total energy: -1212.08317 a.u.
* frontier orbital gap: 7.396 eV



# C12H26Br6ClFN2O2S

A 3-piece molecular cluster, C12H26Br6ClFN2O2S overall at a distorted geometry (the ωB97M-V functional and the def2-TZVPD basis, the Open Molecules 2025 dataset).

XYZ file:
```
51
Properties=species:S:1:pos:R:3
H 3.05716 -0.61620 -1.71348
N -0.45675 -0.36822 -0.02194
O -1.46108 -0.26204 -2.50743
C 8.12087 -0.97198 -1.35312
H 4.41722 0.39963 -0.16771
H 0.44797 2.29774 -1.07982
H -6.28172 4.86244 0.81235
H -3.29387 -4.54917 2.23976
C -1.24583 2.08116 0.47996
H 1.05533 -2.37305 -0.98458
Cl -0.75044 3.32488 1.77684
C 7.04575 -2.01834 -1.51203
Br -2.26908 -2.24549 0.70269
C -6.03777 3.84870 0.49781
Br 7.36068 0.76518 -0.90326
H 6.18447 -1.66942 -2.08087
H -6.95120 3.33843 0.18986
H 0.24085 0.83740 1.62807
H -1.50288 0.26009 1.71648
H -2.38375 2.16409 0.42935
N 0.76101 -0.26214 -0.67574
Br -3.54108 5.03610 -0.25058
S -1.79062 -0.66357 -1.08926
H 3.64162 -2.24284 -0.96194
Br -5.43024 2.89103 2.08320
H 7.44973 -2.91397 -1.98550
C -0.70592 0.67906 1.00190
H -4.70780 -3.96274 3.14265
H -0.77773 3.73702 -0.94703
C 3.06725 -1.28098 -0.79347
H -1.23053 2.19177 -1.78631
H 1.43317 -1.81172 0.71555
H 8.84430 -1.21261 -0.57532
C 3.85062 -0.43065 0.35356
H 1.31824 0.51264 -0.28099
Br 6.37804 -2.61812 0.21884
H 3.07440 0.03908 1.04330
C -3.66494 -2.40451 2.09094
H -5.43392 4.12353 -1.54728
C -5.00517 3.79668 -0.59905
H -4.56259 2.80923 -0.72736
O -1.97404 -2.20857 -1.17286
Br -5.30860 -4.35024 0.77884
H 4.52949 -1.16687 0.89280
H 8.64602 -0.81540 -2.29625
C -4.11730 -3.83471 2.23516
H -4.46796 -1.72117 1.81475
H -3.19942 -2.05484 3.01765
C 1.53127 -1.52574 -0.38125
F -3.27140 -0.04158 -0.57409
C -0.63182 2.60099 -0.89381
```

Summary:
* max |F|: 10.04 eV/Å
* total energy: -17134.84303 a.u.
* frontier orbital gap: 6.512 eV



# C6H12N

An isolated ion of composition C6H12N and charge +1 at a distorted geometry (the ωB97M-V functional and the def2-TZVPD basis, the Open Molecules 2025 dataset).

XYZ file:
```
19
Properties=species:S:1:pos:R:3
C 2.14483 0.61643 1.96958
H 2.65328 1.42537 2.30707
H -0.78497 1.78988 -0.87737
N -1.25683 0.14568 -2.10455
H -1.24480 0.36308 1.38356
C 1.51799 0.54580 0.74205
H -2.60591 0.94655 -0.73510
H -1.35720 -0.88049 -1.86537
H 1.65453 0.02637 2.81150
H -1.70158 -0.84839 0.35104
C 0.54178 -0.44518 0.51292
C 1.01140 -1.74540 0.42941
C -1.36514 0.76054 -0.77229
H -0.35283 0.36203 -2.54291
C -0.87411 -0.05924 0.39806
H 1.79570 1.18706 0.02317
H 0.22968 -2.52523 0.20493
H -2.00470 0.56173 -2.88674
H 1.99888 -2.22658 0.65103
```

Summary:
* total charge: +1
* max |F|: 6.10 eV/Å
* energy above the lowest of the compared OMol25 structures with the same formula, charge and spin: 3.6790 eV
* SMILES: C=CC(=C)CC[NH3+]
* total energy: -290.18671 a.u.
* frontier orbital gap: 8.557 eV



# C35H67BrN4O14PS5

A 4-piece molecular cluster, C35H67BrN4O14PS5 overall at a distorted geometry (the ωB97M-V functional and the def2-TZVPD basis, the Open Molecules 2025 dataset).

XYZ file:
```
127
Properties=species:S:1:pos:R:3
H -7.44544 -1.01961 -7.36060
C -2.67851 0.74645 -2.66913
H -2.45502 0.17614 -3.57169
S -1.11683 1.11760 0.88780
H 0.88522 0.82671 -1.02573
S 8.77599 -0.73339 2.44477
O -8.47802 1.14413 5.07899
C 10.23053 -2.32558 3.90184
C -2.24739 3.05277 -3.69465
H 10.67274 -2.06511 5.98858
O -5.18257 -1.88602 -0.08022
H 1.08384 3.45883 3.63102
O -7.65994 -0.85027 3.90092
C -8.52219 -1.15682 -7.27508
H 9.67444 -0.77975 5.31279
C -0.54438 3.35251 -0.46238
H 6.74188 -0.60565 -4.47277
H 4.95308 0.60881 3.44331
H -0.58519 -0.08303 0.61774
H -0.29767 2.27698 -2.38071
H -6.09125 -2.25606 -2.50674
C -3.64550 -0.08274 -1.83016
H -6.49161 0.81087 3.42160
C 3.66599 0.93992 -0.33267
H 11.11344 -1.80806 3.52450
C 4.71992 -2.06555 -1.15624
S -7.02430 -1.30196 -4.39843
C 6.53851 -0.48110 -3.41061
H 2.91698 -3.12675 -0.80974
H 4.47115 -0.29537 -3.83462
N 2.44212 1.23442 0.47775
C -7.10373 -2.21813 -2.89930
H -0.42596 3.83617 2.77189
H 4.04040 1.86407 -0.76016
C -5.24853 -0.70648 4.34144
C -6.41228 -0.27671 3.46777
O 9.14493 -2.18716 2.95418
C 3.77190 -2.94338 2.20970
H -3.99818 0.52327 -0.99923
O 5.56230 -2.35937 -0.34548
H -6.24328 -0.63375 2.45267
H 3.75979 -3.73889 1.47850
H -4.48520 -0.37440 -2.45679
H 1.18000 0.26467 1.88620
C -0.35284 3.28626 -1.98273
C 0.21555 2.26773 0.36579
H 4.69957 -2.38341 2.18652
H 1.12313 3.92750 1.13896
H 6.63893 0.57879 -3.19146
H -5.34842 -0.32010 5.35404
O 2.96532 -0.72828 1.73011
H 3.21199 0.54599 -2.38499
H -1.52987 2.53096 -4.32812
H 1.40562 -0.63903 0.42561
P 3.42763 2.07101 3.12638
H -10.11880 -0.78668 -5.89242
C 2.54462 2.37627 1.47739
C 3.68773 -3.09090 -1.58017
H -8.80216 0.36568 -5.75733
H 5.00758 -1.93349 -3.52287
H -7.06148 -2.85834 0.50341
H -0.30017 4.35994 -0.12506
H 1.84306 2.32004 -1.16716
H -5.20204 -1.79324 4.41159
O 9.93981 -0.12580 1.88117
O 8.00954 -0.05879 3.45287
C 3.31003 3.62443 0.93851
N -5.58246 -4.04132 -0.39763
C 3.47963 -0.03876 -1.50961
C -3.26274 2.09945 -3.04176
H -4.05462 1.92063 -3.76534
H -1.60621 3.21819 -0.27851
H -8.72797 -2.21774 -7.41485
C 1.92129 -0.00168 1.13707
H -1.74570 0.81177 -2.10621
C 1.35223 1.64025 -0.48077
C -9.87815 -1.06623 5.08523
H -4.30975 -0.33340 3.92912
C 7.68390 -1.21721 1.14923
N -4.31897 -3.78044 -0.88946
H 4.11468 -4.07617 -1.70495
C 4.76838 3.51310 0.96132
H 7.23019 -1.07449 -2.82310
N 4.73391 -0.74695 -1.74212
H 3.67789 -3.33389 3.21966
H -9.71820 -2.13869 5.01445
O -8.53799 -1.48114 -4.82898
C -9.03649 -0.68585 -5.92975
C -6.08341 -2.94850 0.07085
C 5.94896 3.36626 1.05505
Br 2.16668 0.73826 4.44772
C 2.61116 -2.01767 2.01983
H 6.98080 3.30298 1.30043
O -6.18062 -1.99644 -5.31874
H -0.04570 2.18612 3.21656
H 6.89441 -1.83729 1.56504
H -1.12614 4.81512 -3.32181
H 0.57414 3.79278 -2.25629
H 4.47521 0.56485 0.28256
H 7.26095 -0.30667 0.72943
H 2.98513 3.83984 -0.07955
H 10.46211 -3.38802 3.92249
H 3.17041 -2.76324 -2.47988
H -10.44119 -0.83057 5.98542
H -2.81381 3.70925 -4.35552
H 2.65788 -0.75255 -1.37606
C 5.08548 -0.90252 -3.17229
C -4.15181 -2.51797 -0.69832
H 8.95502 -2.34865 5.63998
H -8.99855 -0.59237 -8.07651
H -7.76349 -1.70488 -2.20451
H -10.39087 -0.68556 4.20642
H -2.21771 4.42288 -2.00749
C -1.51940 3.99654 -2.72464
O -7.62923 -0.80221 6.36471
S -8.31824 -0.26807 5.23335
H -3.67880 2.59935 -2.16782
S -2.78341 -1.53007 -1.14698
H 8.24620 -1.75664 0.39275
C 0.38596 3.12175 2.86903
C 9.86139 -1.85225 5.29308
O -6.78509 0.07954 -4.09661
C 1.06264 2.91140 1.51809
O 4.61142 1.06902 2.66067
H 3.06637 4.47547 1.56592
O 1.46500 -2.34536 2.14912
H -7.45926 -3.22315 -3.10939
```

Summary:
* total charge: +1
* max |F|: 1.88 eV/Å
* total energy: -7552.14380 a.u.
* frontier orbital gap: 8.964 eV



# H3INP

One molecule with the formula H3INP at a distorted geometry (the ωB97M-V functional and the def2-TZVPD basis, the Open Molecules 2025 dataset).

XYZ file:
```
6
Properties=species:S:1:pos:R:3
H -1.32205 -0.32062 1.19052
N 0.51611 0.28106 0.16589
P -0.75469 -0.90389 0.06938
I 2.48470 -0.02964 0.14221
H 0.42905 1.15433 -0.66477
H -1.35311 -0.18125 -0.90323
```

Summary:
* max |F|: 5.58 eV/Å
* energy above the lowest of the compared OMol25 structures with the same formula, charge and spin: 2.4490 eV
* SMILES: PNI
* total energy: -695.51596 a.u.
* frontier orbital gap: 8.411 eV



# C2H3NS3

C2H3NS3 as an isolated structure at a distorted geometry (the ωB97M-V functional and the def2-TZVPD basis, the Open Molecules 2025 dataset).

XYZ file:
```
9
Properties=species:S:1:pos:R:3
S 0.92423 1.15125 -0.40479
H -0.77585 0.07104 -1.63814
S -1.90031 0.85668 0.54013
C 1.31682 -0.99881 0.67595
H -2.43466 1.91611 -0.22408
H 1.83410 -1.83195 1.19131
N 1.78648 0.14995 0.52158
C -0.60983 0.17313 -0.57596
S -0.14098 -1.48739 -0.08602
```

Summary:
* max |F|: 2.11 eV/Å
* energy above the lowest of the compared OMol25 structures with the same formula, charge and spin: 0.8058 eV
* total energy: -1327.28704 a.u.
* frontier orbital gap: 8.969 eV



- What is the formula in the third record?
  C6H12N